C9H14 | ωB97M-V with the def2-TZVPD basis set

Cartesian coordinates (Å):
C1 3.494 -0.704 -1.404
C2 2.104 -0.756 -0.829
C3 1.024 -1.108 -1.627
C4 -0.256 -1.158 -1.085
C5 -0.448 -0.817 0.239
C6 0.617 -0.412 1.020
C7 1.899 -0.395 0.493
H1 4.160 -1.420 -0.937
H2 3.972 0.276 -1.321
H3 3.538 -0.952 -2.472
H4 1.235 -1.348 -2.660
H5 -1.050 -1.529 -1.713
H6 -1.465 -0.765 0.605
H7 0.408 -0.136 2.044
H8 2.703 0.001 1.103
C8 -3.179 1.479 1.092
C9 -3.935 2.750 1.483
H9 -2.168 1.713 0.768
H10 -3.097 0.827 1.961
H11 -3.676 0.952 0.285
H12 -5.000 2.669 1.247
H13 -3.583 3.626 0.931
H14 -3.800 3.024 2.532

Values from the calculation:
- HOMO: -9.0622 eV
- SMILES: Cc1ccccc1.CC
- Spin multiplicity: 1
- Gap between HOMO and LUMO: 0.3705 Ha
- Total charge: 0
- Energy relative to the best compared isomer or geometry (same formula, charge and spin): 0.234 eV

---

C9H14 | ωB97M-V with the def2-TZVPD basis set

Cartesian coordinates (Å):
C1 -1.465 2.039 2.043
C2 -1.224 1.943 0.563
C3 -0.480 2.869 -0.148
C4 -0.245 2.738 -1.506
C5 -0.606 1.557 -2.146
C6 -1.162 0.524 -1.393
C7 -1.573 0.754 -0.096
H1 -0.758 1.423 2.568
H2 -2.478 1.788 2.341
H3 -1.216 3.049 2.387
H4 -0.193 3.775 0.379
H5 0.157 3.495 -2.169
H6 -0.305 1.322 -3.154
H7 -1.288 -0.454 -1.835
H8 -2.092 -0.036 0.435
C8 1.332 -2.808 0.352
C9 2.412 -3.870 0.091
H9 1.743 -1.945 0.867
H10 0.870 -2.445 -0.561
H11 0.555 -3.291 0.946
H12 2.624 -4.439 0.994
H13 3.327 -3.427 -0.279
H14 2.066 -4.561 -0.681

Values from the calculation:
- HOMO: -9.0099 eV
- SMILES: Cc1ccccc1.CC
- Spin multiplicity: 1
- Gap between HOMO and LUMO: 0.3666 Ha
- Total charge: 0
- Energy relative to the best compared isomer or geometry (same formula, charge and spin): 0.359 eV

---

C9H14 | ωB97M-V with the def2-TZVPD basis set

Cartesian coordinates (Å):
C1 2.325 -0.776 0.132
C2 0.927 -0.832 0.756
C3 0.183 -1.920 1.158
C4 -1.139 -1.923 1.552
C5 -1.840 -0.652 1.478
C6 -1.149 0.473 1.119
C7 0.167 0.359 0.719
H1 2.418 -1.558 -0.606
H2 3.170 -0.917 0.958
H3 2.586 0.089 -0.412
H4 0.636 -2.959 1.254
H5 -1.677 -2.798 1.843
H6 -2.904 -0.788 1.696
H7 -1.692 1.353 0.792
H8 0.747 1.111 0.210
C8 0.731 2.265 -2.825
C9 -0.720 1.966 -2.390
H9 1.421 2.641 -2.070
H10 1.199 1.254 -2.986
H11 0.725 2.710 -3.798
H12 -1.347 1.808 -3.287
H13 -1.040 2.880 -1.898
H14 -0.875 1.095 -1.721

Values from the calculation:
- HOMO: -8.9761 eV
- SMILES: Cc1ccccc1.CC
- Spin multiplicity: 1
- Gap between HOMO and LUMO: 0.3664 Ha
- Total charge: 0
- Energy relative to the best compared isomer or geometry (same formula, charge and spin): 1.299 eV

---

C9H14 | ωB97M-V with the def2-TZVPD basis set

Cartesian coordinates (Å):
C1 -0.908 -2.167 -1.380
C2 -0.088 -1.488 -0.329
C3 -0.702 -1.022 0.934
C4 0.053 -0.388 1.923
C5 1.367 0.075 1.569
C6 2.042 -0.456 0.428
C7 1.268 -1.214 -0.492
H1 -1.372 -3.089 -1.188
H2 -0.225 -2.564 -2.188
H3 -1.523 -1.447 -2.017
H4 -1.772 -1.244 1.091
H5 -0.322 -0.023 2.847
H6 1.868 0.776 2.251
H7 3.083 -0.240 0.136
H8 1.832 -1.709 -1.350
C8 -1.453 3.095 -0.219
C9 -0.763 2.448 -1.486
H9 -2.532 3.054 -0.367
H10 -1.250 2.449 0.618
H11 -1.091 4.093 0.028
H12 0.254 2.690 -1.656
H13 -1.204 2.601 -2.538
H14 -0.651 1.355 -1.354

Values from the calculation:
- HOMO: -8.8916 eV
- SMILES: Cc1ccccc1.CC
- Spin multiplicity: 1
- Gap between HOMO and LUMO: 0.3646 Ha
- Total charge: 0
- Energy relative to the best compared isomer or geometry (same formula, charge and spin): 1.225 eV

---

C9H14 | ωB97M-V with the def2-TZVPD basis set

Cartesian coordinates (Å):
C1 -2.229 -1.324 -2.000
C2 -1.659 -0.953 -0.652
C3 -0.963 0.235 -0.441
C4 -0.152 0.303 0.702
C5 -0.198 -0.687 1.675
C6 -1.106 -1.715 1.515
C7 -1.889 -1.877 0.380
H1 -2.834 -2.225 -1.904
H2 -1.442 -1.527 -2.722
H3 -2.906 -0.581 -2.435
H4 -0.804 0.907 -1.273
H5 0.560 1.093 0.875
H6 0.337 -0.500 2.596
H7 -1.207 -2.465 2.296
H8 -2.555 -2.714 0.269
C8 2.613 2.181 -0.061
C9 4.052 2.619 -0.401
H9 1.918 2.579 -0.817
H10 2.465 1.119 0.077
H11 2.240 2.780 0.778
H12 4.650 2.473 0.503
H13 4.449 1.923 -1.137
H14 4.076 3.667 -0.676

Values from the calculation:
- HOMO: -8.9526 eV
- SMILES: Cc1ccccc1.CC
- Spin multiplicity: 1
- Gap between HOMO and LUMO: 0.3660 Ha
- Total charge: 0
- Energy relative to the best compared isomer or geometry (same formula, charge and spin): 0.644 eV

---

C9H14 | ωB97M-V with the def2-TZVPD basis set

Cartesian coordinates (Å):
C1 -1.353 -2.109 -0.134
C2 -1.047 -0.962 0.769
C3 -2.129 -0.330 1.406
C4 -1.861 0.835 2.155
C5 -0.560 1.219 2.452
C6 0.480 0.713 1.681
C7 0.257 -0.465 0.937
H1 -0.923 -3.036 0.417
H2 -0.793 -2.103 -1.089
H3 -2.385 -2.299 -0.369
H4 -3.151 -0.561 1.230
H5 -2.630 1.348 2.695
H6 -0.304 1.991 3.173
H7 1.475 1.192 1.626
H8 1.122 -1.039 0.626
C8 2.257 1.119 -2.636
C9 1.185 0.383 -1.759
H9 2.355 0.537 -3.552
H10 2.199 2.168 -2.946
H11 3.163 0.993 -2.052
H12 0.169 0.712 -1.977
H13 1.023 -0.681 -1.952
H14 1.452 0.372 -0.702

Values from the calculation:
- HOMO: -8.7909 eV
- SMILES: Cc1ccccc1.CC
- Spin multiplicity: 1
- Gap between HOMO and LUMO: 0.3594 Ha
- Total charge: 0
- Energy relative to the best compared isomer or geometry (same formula, charge and spin): 1.305 eV

---

C9H14 | ωB97M-V with the def2-TZVPD basis set

Cartesian coordinates (Å):
C1 -1.986 0.873 2.026
C2 -2.017 -0.338 1.161
C3 -2.902 -1.401 1.360
C4 -2.656 -2.681 0.883
C5 -1.502 -2.976 0.184
C6 -0.687 -1.894 -0.172
C7 -0.982 -0.619 0.257
H1 -1.687 0.601 3.036
H2 -2.970 1.335 2.108
H3 -1.367 1.681 1.637
H4 -3.869 -1.217 1.826
H5 -3.365 -3.433 1.197
H6 -1.175 -3.927 -0.172
H7 0.196 -2.034 -0.770
H8 -0.316 0.223 0.075
C8 3.059 2.353 -2.441
C9 3.796 1.635 -1.314
H9 1.989 2.392 -2.228
H10 3.389 3.386 -2.537
H11 3.171 1.741 -3.334
H12 4.852 1.843 -1.141
H13 3.689 0.552 -1.291
H14 3.342 1.906 -0.349

Values from the calculation:
- HOMO: -8.9396 eV
- SMILES: Cc1ccccc1.CC
- Spin multiplicity: 1
- Gap between HOMO and LUMO: 0.3607 Ha
- Total charge: 0
- Energy relative to the best compared isomer or geometry (same formula, charge and spin): 0.646 eV

---

C9H14 | ωB97M-V with the def2-TZVPD basis set

Cartesian coordinates (Å):
C1 -0.563 -1.769 0.508
C2 -1.180 -0.528 -0.087
C3 -1.166 0.700 0.557
C4 -1.552 1.857 -0.101
C5 -1.985 1.754 -1.423
C6 -2.085 0.526 -2.045
C7 -1.683 -0.635 -1.388
H1 0.108 -1.561 1.347
H2 0.150 -2.217 -0.181
H3 -1.290 -2.456 0.916
H4 -0.772 0.722 1.557
H5 -1.489 2.855 0.316
H6 -2.315 2.659 -1.923
H7 -2.471 0.443 -3.051
H8 -1.626 -1.561 -1.940
C8 2.538 -0.049 1.604
C9 2.387 -0.175 0.094
H9 3.003 -0.903 2.107
H10 3.260 0.739 1.827
H11 1.609 0.102 2.145
H12 2.086 0.795 -0.308
H13 3.371 -0.379 -0.323
H14 1.665 -0.921 -0.210

Values from the calculation:
- HOMO: -9.0721 eV
- SMILES: Cc1ccccc1.CC
- Spin multiplicity: 1
- Gap between HOMO and LUMO: 0.3729 Ha
- Total charge: 0
- Energy relative to the best compared isomer or geometry (same formula, charge and spin): 0.343 eV

---

C9H14 | ωB97M-V with the def2-TZVPD basis set

Cartesian coordinates (Å):
C1 -0.535 -0.637 2.007
C2 0.440 -0.685 0.864
C3 0.382 -1.523 -0.278
C4 1.479 -1.849 -1.020
C5 2.703 -1.128 -0.846
C6 2.610 -0.061 0.031
C7 1.630 0.014 1.024
H1 -0.517 -1.425 2.758
H2 -1.568 -0.416 1.643
H3 -0.537 0.331 2.500
H4 -0.640 -1.847 -0.443
H5 1.486 -2.550 -1.840
H6 3.609 -1.311 -1.385
H7 3.583 0.360 0.263
H8 1.827 0.625 1.898
C8 -2.674 1.297 -1.109
C9 -1.246 1.753 -0.719
H9 -3.160 2.228 -1.456
H10 -2.729 0.489 -1.830
H11 -3.283 0.905 -0.253
H12 -1.265 2.084 0.325
H13 -0.980 2.531 -1.442
H14 -0.613 0.817 -0.692

Values from the calculation:
- HOMO: -8.9523 eV
- SMILES: Cc1ccccc1.CC
- Spin multiplicity: 1
- Gap between HOMO and LUMO: 0.3651 Ha
- Total charge: 0
- Energy relative to the best compared isomer or geometry (same formula, charge and spin): 1.425 eV

---

C9H14 | ωB97M-V with the def2-TZVPD basis set

Cartesian coordinates (Å):
C1 -0.302 3.750 1.697
C2 -0.042 2.515 0.878
C3 1.218 1.918 0.913
C4 1.447 0.731 0.213
C5 0.453 0.142 -0.552
C6 -0.772 0.793 -0.641
C7 -1.027 1.956 0.060
H1 0.472 4.493 1.489
H2 -0.347 3.595 2.782
H3 -1.271 4.215 1.478
H4 1.976 2.284 1.593
H5 2.427 0.302 0.388
H6 0.629 -0.808 -1.025
H7 -1.559 0.308 -1.197
H8 -1.973 2.482 -0.004
C8 0.218 -3.630 -1.681
C9 -0.577 -3.564 -0.367
H9 -0.348 -3.331 -2.564
H10 1.028 -2.903 -1.644
H11 0.663 -4.611 -1.786
H12 -1.544 -3.056 -0.418
H13 -0.044 -3.011 0.388
H14 -0.725 -4.567 0.002

Values from the calculation:
- HOMO: -9.0530 eV
- SMILES: Cc1ccccc1.CC
- Spin multiplicity: 1
- Gap between HOMO and LUMO: 0.3712 Ha
- Total charge: 0
- Energy relative to the best compared isomer or geometry (same formula, charge and spin): 0.333 eV

---

C9H14 | ωB97M-V with the def2-TZVPD basis set

Cartesian coordinates (Å):
C1 -2.503 -0.681 -1.180
C2 0.165 -1.896 1.233
C3 1.098 -2.454 0.381
C4 -0.977 -1.313 0.743
C5 -1.205 -1.198 -0.688
C6 0.856 -2.334 -1.034
C7 -0.166 -1.536 -1.529
H1 0.279 -1.956 2.299
H2 1.927 -2.951 0.862
H3 -1.797 -0.971 1.361
H4 1.230 -3.115 -1.688
H5 -2.317 0.272 -1.664
H6 -3.218 -0.555 -0.377
H7 -0.146 -1.294 -2.584
H8 -2.929 -1.304 -1.968
C8 0.673 3.098 1.234
C9 1.748 2.701 0.233
H9 -0.291 2.682 0.929
H10 0.783 2.680 2.232
H11 0.630 4.166 1.321
H12 2.713 3.086 0.573
H13 1.612 3.232 -0.712
H14 1.835 1.642 0.026

Values from the calculation:
- HOMO (spin up / spin down): -14.1586 / -14.1585 eV
- Spin multiplicity: 2
- Gap between HOMO and LUMO (spin up / spin down): 0.3518 / 0.2171 Ha
- Total charge: +1
- Energy relative to the best compared isomer or geometry (same formula, charge and spin): 0.673 eV

---

C9H14BaFO7 | ωB97M-V with the def2-TZVPD basis set

Cartesian coordinates (Å):
Ba1 0.383 0.201 1.617
F1 -1.737 -1.463 0.945
C1 0.328 -3.234 -3.336
C2 1.009 -2.495 -4.297
C3 1.685 -1.179 -3.974
O1 2.196 -0.358 -4.852
C4 1.714 -0.708 -2.671
C5 1.240 -1.517 -1.589
C6 0.344 -2.727 -1.976
O2 -0.555 -3.112 -1.227
O3 1.340 -1.197 -0.379
O4 0.836 -2.979 -5.494
H1 -0.118 -4.199 -3.526
H2 2.184 0.240 -2.455
C7 -1.507 1.313 -1.375
O5 -0.276 1.710 -0.755
H3 -2.161 1.095 -0.530
H4 -1.951 2.097 -1.989
H5 -1.331 0.454 -2.022
H6 -0.138 2.657 -0.831
C8 -1.341 -1.748 4.468
O6 -0.716 -0.501 4.132
H7 -1.698 -1.798 5.497
H8 -2.261 -1.792 3.885
H9 -0.744 -2.634 4.254
H10 -0.438 -0.267 5.020
C9 0.936 4.163 2.371
O7 0.074 3.038 2.034
H11 1.850 4.113 1.778
H12 0.601 5.096 1.917
H13 1.028 4.265 3.452
H14 -0.776 3.466 1.907

Values from the calculation:
- HOMO (spin up / spin down): -7.3875 / -7.4129 eV
- Spin multiplicity: 2
- Gap between HOMO and LUMO (spin up / spin down): 0.2291 / 0.2300 Ha
- Total charge: 0